Entry from the Open Molecules 2025 dataset: 2 unconnected molecules or ions with the total composition C4H11N3O in a non-equilibrium geometry (ωB97M-V with the def2-TZVPD basis set).

## Properties
HOMO energy = -8.888 eV
net charge = 0
LUMO = -0.03 eV
energy relative to the best compared isomer or geometry (same formula, charge and spin) = 4.8036 eV
structure (SMILES) = [H]/N=C/N=N/[H].CC(C)O

Geometry (Å):
H  -0.4557  0.7592  2.0244
N  3.0273  -0.0741  0.6157
H  -0.0824  1.6149  -0.1643
C  2.3079  -0.4181  -0.3704
H  3.5976  0.7437  0.4186
C  -0.7958  0.7950  -0.0886
H  0.5219  -2.9452  0.2622
H  2.2114  0.1059  -1.3229
N  0.9451  -2.0390  0.5030
H  -2.1699  1.6033  -1.5333
C  -0.7184  0.0974  1.2026
H  -2.5485  2.0000  0.1558
H  0.1686  -0.7968  1.1409
N  1.6522  -1.6258  -0.4336
H  -0.7957  -0.8291  -1.4950
H  -1.5912  -0.5229  1.4312
C  -2.1831  1.2211  -0.5145
O  -0.2153  -0.0698  -1.3646
H  -2.8761  0.3804  -0.4673

Cartesian forces (eV/Å) of the 2 atoms listed first:
-0.2 0.1 0.0
-0.1 -0.6 -0.1

Entry from the Open Molecules 2025 dataset: a single C4H11N3O molecule in a non-equilibrium geometry (ωB97M-V with the def2-TZVPD basis set).

## Properties
HOMO energy = -8.564 eV
net charge = 0
LUMO = 0.80 eV
energy relative to the best compared isomer or geometry (same formula, charge and spin) = 1.1382 eV
structure (SMILES) = CNC(=O)CNCN

Geometry (Å):
H  0.4960  -0.3890  1.7940
H  1.0468  0.8684  2.8331
H  0.5369  0.0857  -1.3831
H  2.4167  1.8024  1.2587
H  -2.3152  -1.4362  0.2001
O  -1.6921  0.6504  0.9590
N  0.8591  1.6504  -0.0564
H  -1.7767  -2.6971  -1.6903
H  0.3677  2.4153  0.3899
H  -0.1652  -2.5176  -1.1538
H  -0.6322  1.3674  -1.4745
C  -1.1375  0.0962  0.0234
C  -0.0298  0.7822  -0.7711
N  -1.5463  -1.1253  -0.3801
N  1.2122  0.2873  2.0285
C  -1.0319  -1.9229  -1.4804
H  2.4149  0.3736  0.3128
C  1.7543  1.0176  0.9177
H  -0.7777  -1.3090  -2.3276

Cartesian forces (eV/Å) of the 2 atoms listed first:
0.0 0.5 0.4
-0.6 -0.2 -0.1

Entry from the Open Molecules 2025 dataset: 2 unconnected molecules or ions with the total composition C4H11N3O in a non-equilibrium geometry (ωB97M-V with the def2-TZVPD basis set).

## Properties
HOMO energy = -8.470 eV
net charge = 0
LUMO = 0.34 eV
energy relative to the best compared isomer or geometry (same formula, charge and spin) = 3.2727 eV
structure (SMILES) = C[C@H](O)C#N.CNN

Geometry (Å):
H  -2.1029  1.0014  2.2821
H  2.9250  -0.9825  -2.3362
H  1.3568  -1.4771  -2.3293
H  1.9962  -0.7582  1.1728
N  1.9652  -0.6718  -2.1717
O  -1.0436  -0.5632  0.3430
H  -1.7989  -1.1568  0.1954
N  0.3356  2.6950  0.5703
C  -2.5589  1.0253  1.2856
H  -1.9661  0.8852  -0.7823
H  1.3598  -2.0127  0.0961
C  -1.5122  0.7859  0.2108
H  -3.0628  1.9872  1.1497
N  1.7986  -0.1578  -0.8341
H  3.0876  -1.5891  0.0705
H  -3.3220  0.2388  1.2634
C  2.0752  -1.1873  0.1694
C  -0.3469  1.7762  0.3736
H  0.8143  0.1613  -0.7291

Cartesian forces (eV/Å) of the 2 atoms listed first:
0.0 0.0 -0.3
-0.3 0.4 0.4

Entry from the Open Molecules 2025 dataset: a molecular structure, C4H11N3O in a non-equilibrium geometry (ωB97M-V with the def2-TZVPD basis set).

## Properties
HOMO energy (spin up / spin down) = -7.385 / -7.810 eV
net charge = 0
LUMO (spin up / spin down) = -0.34 / 0.83 eV
energy relative to the best compared isomer or geometry (same formula, charge and spin) = 8.1501 eV

Geometry (Å):
H  0.5919  2.1943  -0.2613
N  -1.6203  0.5461  1.0234
H  1.5006  1.3954  -1.4971
H  -1.5476  -1.5604  0.0084
C  1.1977  -1.1538  -0.7871
H  -1.2869  -0.4542  -1.4830
O  0.5250  -1.3459  1.8251
H  0.4940  -1.2339  2.7829
H  -2.5849  2.1842  0.6368
C  -1.6861  -0.6000  -0.4811
H  2.2848  -1.1977  -0.8787
N  0.6650  -0.0244  1.3640
C  0.8067  0.0320  0.0547
H  2.1923  1.6712  0.0976
N  -1.6718  1.7202  0.7794
H  -2.7602  -0.4423  -0.5657
H  0.8376  -2.1052  -0.4058
H  0.7784  -0.9973  -1.7832
C  1.2839  1.3718  -0.4292

Cartesian forces (eV/Å) of the 2 atoms listed first:
-0.3 -0.1 0.2
-0.1 -0.7 -0.8

Entry from the Open Molecules 2025 dataset: 2 unconnected molecules or ions with the total composition C4H11N3O in a non-equilibrium geometry (ωB97M-V with the def2-TZVPD basis set).

## Properties
HOMO energy = -7.943 eV
net charge = 0
LUMO = 0.64 eV
energy relative to the best compared isomer or geometry (same formula, charge and spin) = 5.3886 eV
structure (SMILES) = [H]/N=C\C.CN(N)C=O

Geometry (Å):
H  1.4010  1.2928  0.1746
H  1.3314  1.0950  3.0219
H  -1.3776  1.3497  0.6714
N  -0.8823  -1.3886  0.0573
C  -1.2367  0.2985  -1.6533
H  2.0041  -0.1357  1.9626
N  -0.5072  1.7914  0.9522
H  -0.1323  -2.0253  0.3291
H  0.3471  -0.3187  2.5879
N  -0.3103  -0.4778  -0.8616
H  -0.9754  1.3487  -1.5145
C  0.5617  1.1421  1.0455
H  -1.6752  -1.8971  -0.3349
C  1.0492  -0.6893  -1.2953
H  -2.2722  0.2352  -1.3168
H  -1.1789  0.0031  -2.7008
O  1.5808  -1.7635  -1.0481
C  1.0879  0.3928  2.2256
H  1.1848  -0.2531  -2.3027

Cartesian forces (eV/Å) of the 2 atoms listed first:
-1.1 0.0 1.8
-0.1 0.1 0.0

Entry from the Open Molecules 2025 dataset: a single C4H11N3O molecule in a non-equilibrium geometry (ωB97M-V with the def2-TZVPD basis set).

## Properties
HOMO energy (spin up / spin down) = -4.223 / -9.568 eV
net charge = 0
LUMO (spin up / spin down) = 1.12 / -1.51 eV
energy relative to the best compared isomer or geometry (same formula, charge and spin) = 3.6235 eV
spin multiplicity = 3

Geometry (Å):
H  -1.8383  1.4818  -0.7196
C  2.4701  -1.3165  -0.1459
H  -0.2583  0.4215  1.6047
H  -1.3959  -1.0858  -0.7497
N  0.6309  0.3230  -0.2379
C  -1.2881  1.6340  0.1582
H  2.5213  -1.1004  -1.2577
O  2.4741  0.9984  0.3858
H  -2.1400  1.9538  0.8828
N  1.3207  1.6192  -0.2362
C  -1.3793  -0.7980  0.3240
N  1.7556  -0.2587  0.5300
H  3.5144  -1.3086  0.1753
C  -0.5656  0.4064  0.5744
H  1.6829  1.8684  -1.1453
H  1.9276  -2.3600  0.1193
H  -2.3982  -0.8084  0.7729
H  -1.0745  -1.6644  0.8151
H  -0.5502  2.3369  0.0110

Cartesian forces (eV/Å) of the 2 atoms listed first:
-0.5 -0.4 -1.7
-0.8 -1.8 -0.2